No. 1
Density functional theory data (wB97M-V/def2-TZVPD) for a molecular structure, C31H52AlBCaClN3O14P at a distorted geometry.

Orbital gap = 2.8 eV
E_tot = -4175.99219 Eh
Charge = +1
Relative energy (zero: lowest compared OMol25 entry of this formula, charge and spin) = 0.0 kcal per mole
Molar mass = 835.1 g/mol

```
105
Properties=species:S:1:pos:R:3:lowdin_charge:R:1
C -1.79702 -1.61601 -0.25572 0.007
C -1.22028 -2.36845 0.92029 -0.224
C -1.46656 -2.04560 2.22401 0.122
C -0.94297 -2.73842 3.33316 -0.026
C -0.14040 -3.73023 3.13700 -0.061
C 0.17130 -4.09023 1.78378 -0.318
C 1.13854 -5.16725 1.45381 -0.167
C 2.44939 -4.40799 1.62383 -0.337
O 2.16305 -3.14006 1.23334 0.028
B 3.39217 -2.49928 0.62866 -0.671
C 3.35439 -2.20052 -0.98130 -0.068
C 1.96773 -2.42617 -1.62863 -0.198
C 1.68598 -1.59743 -2.89145 -0.161
C 0.39150 -0.78931 -2.73418 -0.139
N 0.44459 0.14231 -1.63730 -0.064
C 1.51228 0.60000 -0.99720 -0.126
C 1.18978 1.42382 -0.03073 -0.059
C -0.23939 1.49574 -0.08824 -0.086
C -0.64324 0.72770 -1.05938 -0.182
C 3.62369 -1.13853 1.48682 -0.056
O 4.63249 -1.26036 2.51242 -0.083
C 4.98181 -0.01885 2.96809 -0.287
O 3.86316 0.67338 3.49838 -0.112
C 3.74583 1.97667 2.97514 -0.201
C 2.39268 2.60572 3.39476 -0.214
O 1.51008 1.62737 3.91119 -0.060
O 4.40881 -3.61638 0.82692 0.037
C 3.67155 -4.74864 0.68367 -0.336
P 4.53928 -6.32718 1.04881 0.478
O 5.61766 -6.48530 0.12858 -0.182
O 5.03745 -6.46251 2.59768 -0.174
O 3.46054 -7.54743 0.75875 -0.219
C -0.40919 -3.37369 0.66827 -0.006
H -1.10610 -1.73580 -1.08115 0.048
H -2.74919 -2.07435 -0.50865 0.104
H -1.87673 -0.57133 0.01632 0.069
H -2.10634 -1.20251 2.44296 0.153
H -1.18520 -2.42609 4.33302 0.140
H 0.28749 -4.25381 3.97293 0.147
H 1.05198 -6.03278 2.10849 0.036
H 1.00713 -5.50710 0.43004 0.131
H 2.75092 -4.49647 2.69456 0.154
H 3.76907 -1.21684 -1.17334 0.081
H 4.04640 -2.89671 -1.46656 0.108
H 1.93102 -3.48289 -1.92034 0.107
H 1.17043 -2.25842 -0.90042 0.074
H 2.51834 -0.97286 -3.20257 0.115
H 1.50032 -2.27061 -3.72972 0.110
H 0.19269 -0.27461 -3.67533 0.121
H -0.40829 -1.51690 -2.58314 0.105
H 2.54875 0.38933 -1.18107 0.121
H 1.85930 1.93215 0.62938 0.083
H -0.86276 2.10448 0.53889 0.113
H -1.64225 0.55323 -1.40716 0.090
H 2.68635 -0.81838 1.95111 0.111
H 3.92888 -0.28943 0.86075 0.103
H 5.43546 0.59368 2.17572 0.130
H 5.71483 -0.10179 3.77176 0.137
H 3.84909 1.98498 1.88677 0.106
H 4.56080 2.58228 3.39128 0.120
H 2.55735 3.33267 4.18588 0.111
H 1.90864 3.13189 2.57149 0.102
H 1.13898 1.15294 3.16300 0.069
H 3.36172 -4.87494 -0.37247 0.150
H 4.37875 -6.13002 3.21715 -0.049
H 2.87005 -7.20290 0.07097 0.098
H -0.15064 -3.68525 -0.32928 0.145
Al 2.92154 -7.62116 3.20055 1.113
C -2.16213 1.90914 -5.25984 -0.111
C -2.70952 3.20175 -4.66355 -0.245
C -2.61446 3.24182 -3.13446 -0.166
C -3.39100 2.15115 -2.54231 -0.206
N -4.01117 1.29854 -2.06553 0.166
H -2.73290 1.04098 -4.92488 0.067
H -2.22097 1.93561 -6.34874 0.071
H -1.11691 1.76229 -4.98036 0.068
H -3.75058 3.32358 -4.97142 0.113
H -2.15371 4.04709 -5.07182 0.110
H -3.00599 4.18721 -2.74832 0.087
H -1.57185 3.15067 -2.81063 0.112
C 0.75761 4.80041 -0.38335 -0.992
O -0.06926 5.38035 0.40201 -0.140
O 0.45444 4.15563 -1.40667 -0.050
O 2.10983 4.89140 -0.18434 -0.379
C -6.02258 -0.76631 -0.68721 0.024
N -6.42368 -1.19602 0.68460 -0.452
O -5.55860 -1.64460 1.41767 0.032
O -7.58696 -1.07066 0.98220 0.075
H -4.96176 -0.93395 -0.81126 0.050
H -6.59513 -1.36116 -1.39295 0.102
H -6.25626 0.28795 -0.78350 0.086
C -3.40232 7.53144 -0.79974 -0.062
C -4.54966 6.55411 -0.97425 -0.481
C -5.21829 6.23338 0.35305 -0.059
O -4.04767 5.34590 -1.55088 -0.082
H -2.64114 7.08190 -0.15484 0.075
H -2.92482 7.74270 -1.75780 0.078
H -3.73487 8.47389 -0.36024 0.079
H -5.28796 6.96794 -1.66211 0.139
H -4.50441 5.77584 1.04309 0.084
H -6.02845 5.51807 0.20930 0.080
H -5.62517 7.13240 0.81874 0.080
H -3.39547 4.98324 -0.93608 0.092
Ca 2.30663 7.10561 0.12475 1.621
Cl -1.69830 -5.55989 1.75660 0.421
```

No. 2
Density functional theory data (wB97M-V/def2-TZVPD) for a molecular structure, C31H52AlNOSi4 at a distorted geometry.

Orbital gap = 7.2 eV
E_tot = -2742.88334 Eh
Molar mass = 594.1 g/mol

```
90
Properties=species:S:1:pos:R:3:lowdin_charge:R:1
C -1.40024 -0.41145 -1.63032 -0.200
C -0.84690 -1.46283 -2.43612 -0.077
C -0.68447 -2.60682 -1.64880 -0.120
H -0.71224 -1.40433 -3.51670 0.118
C -1.10350 -2.33297 -0.33316 -0.099
C -1.55772 -0.98012 -0.26906 -0.214
H -1.23083 -3.06182 0.46631 0.093
C 1.18415 1.69621 -1.98924 -0.164
C 1.19162 1.12897 -3.27590 -0.078
C 1.82360 -0.13183 -3.22788 -0.061
H 0.84671 1.62021 -4.18531 0.112
C 2.27059 -0.37075 -1.92016 -0.229
C 1.98045 0.82065 -1.12244 -0.195
H -0.36247 -3.58283 -2.01701 0.099
H -2.24002 -0.58038 0.48169 0.078
H -1.98864 0.43395 -1.99102 0.097
H 2.53564 1.13157 -0.23588 0.119
H 2.01156 -0.77851 -4.08883 0.117
H 0.93691 2.72956 -1.76539 0.068
Al 0.20886 0.18501 -0.45349 0.440
C 3.06140 -1.51891 -1.35504 -0.453
C 4.41101 -0.90954 -0.91855 -0.029
C 3.29738 -2.65544 -2.35550 -0.029
H 4.87177 -0.40429 -1.77840 0.101
H 5.10845 -1.67796 -0.57864 0.083
H 4.28154 -0.16637 -0.12505 0.084
H 3.79791 -2.29044 -3.25959 0.090
H 2.35896 -3.14887 -2.63514 0.084
H 3.95480 -3.39932 -1.88787 0.090
C 2.21351 -2.11515 -0.15790 -0.052
C 2.97869 -2.90105 0.89635 -0.423
H 1.39668 -2.76010 -0.51392 0.085
H 1.77231 -1.28750 0.45610 0.107
O 3.84432 -2.29743 1.54187 0.061
N 2.62187 -4.24353 1.08984 0.055
C 1.22869 -4.65278 1.39108 -0.129
H 3.29674 -4.69411 1.70267 0.136
C 0.53174 -5.34546 0.23943 -0.237
C -0.83501 -5.65733 0.34297 -0.068
H -1.35652 -5.43787 1.27903 0.119
C -1.51324 -6.22959 -0.73405 -0.079
H -2.58703 -6.41220 -0.66010 0.107
C -0.81028 -6.56113 -1.89912 -0.095
H -1.34304 -7.00114 -2.74443 0.103
C 0.56959 -6.33387 -1.97744 -0.082
H 1.13015 -6.61115 -2.87501 0.105
C 1.24710 -5.73898 -0.89726 -0.050
H 2.33353 -5.60227 -0.91456 0.107
H 0.64721 -3.76835 1.69152 0.119
H 1.25010 -5.33766 2.25680 0.137
C 1.91418 3.39769 2.08426 -0.217
Si 0.39557 4.06197 1.19767 0.331
C -0.40400 5.38999 2.29016 -0.209
C 0.90651 4.98210 -0.36926 -0.216
Si -0.94445 2.21560 0.72981 0.438
Si -1.76669 1.52842 2.81127 0.334
C -2.09223 2.94977 4.02363 -0.223
C -3.38348 0.58444 2.70873 -0.216
C -0.39886 0.43365 3.51714 -0.227
Si -2.61844 3.20617 -0.56113 0.331
C -3.15505 4.90132 0.07986 -0.217
C -1.98388 3.42154 -2.32444 -0.213
C -4.15572 2.12581 -0.59846 -0.218
H 2.52083 4.25481 2.41176 0.033
H 2.53514 2.78029 1.42335 0.016
H 1.66031 2.81032 2.97509 0.014
H 0.27244 6.25817 2.29806 0.032
H -1.37264 5.74002 1.91536 0.006
H -0.54196 5.06211 3.32633 0.007
H 1.68718 4.44687 -0.92178 0.021
H 0.07733 5.17472 -1.05894 0.008
H 1.31308 5.95994 -0.06914 0.034
H -2.60675 3.79699 3.54907 0.021
H -2.74733 2.56890 4.82393 0.028
H -1.16924 3.32573 4.48618 0.023
H -3.24988 -0.43703 2.34083 0.019
H -3.79771 0.51981 3.72457 0.032
H -4.13126 1.07819 2.08270 0.007
H -0.30751 -0.50196 2.94737 0.014
H 0.58161 0.92954 3.53339 0.015
H -0.66695 0.17466 4.55309 0.032
H -2.37406 5.66757 -0.00257 0.019
H -4.00573 5.22415 -0.53989 0.033
H -3.49840 4.86871 1.12254 0.028
H -1.70251 2.47120 -2.79532 0.014
H -2.81425 3.85598 -2.90113 0.034
H -1.13333 4.10943 -2.39684 0.014
H -3.95135 1.09348 -0.90486 0.022
H -4.67885 2.11332 0.36478 0.015
H -4.83507 2.57392 -1.33849 0.033
```